C4H8O2 | ωB97M-V/def2-TZVPD

The largest force on an atom is 0.49 eV/A. Its SMILES is COCCC=O. The total energy comes out at -8371.5939 eV. As for the lowest unoccupied orbital energy: 0.9 eV. Its net charge is 0.

Last column: Löwdin charge in e.
Atoms and positions in Å:
C 1.7708 0.7174 -0.5471  -0.116
O 0.8905 -0.3650 -0.7301  -0.202
C 0.2619 -0.8050 0.4568  -0.235
C -1.2533 -0.8071 0.2418  -0.129
C -1.7439 0.5888 -0.0579  -0.264
O -2.4529 1.2312 0.6809  0.049
H 2.1016 1.0315 -1.5399  0.091
H 2.6508 0.4380 0.0505  0.091
H 1.2697 1.5653 -0.0550  0.090
H 0.5233 -0.1506 1.3012  0.126
H 0.6059 -1.8184 0.7036  0.124
H -1.7734 -1.1854 1.1273  0.122
H -1.4703 -1.4563 -0.6158  0.124
H -1.3807 1.0156 -1.0165  0.129